# 1
The following is a quantum chemistry calculation of a 3-piece molecular cluster, C28H48N2O6 overall, from OMol25.

For the HOMO-LUMO gap (alpha / beta), the calculation gives 7.8249 / 8.4665 eV. For the LUMO energy (alpha / beta), the calculation gives -1.06 / -1.06 eV. The expectation value of S² is 2.01. The spin multiplicity is 3. The HOMO energy (alpha / beta) comes out at -8.9 / -9.5 eV.

Last column: Mulliken spin population.
Atoms and positions in Å:
O 4.775 1.875 4.003  0.00
C 3.984 1.803 3.053  0.00
C 3.963 0.556 2.039  0.00
C 3.829 0.816 0.652  0.00
O 3.763 -0.189 -0.344  0.00
C 3.705 2.377 0.277  0.00
O 4.295 2.872 -0.695  0.00
C 2.801 3.224 1.302  0.00
C 1.789 4.287 0.699  0.00
C 0.364 4.351 1.418  0.00
C -0.314 2.936 1.727  0.00
C -1.527 2.537 0.756  0.00
O -1.355 1.118 0.427  0.00
C 2.929 2.960 2.690  0.00
H 4.023 -0.525 2.407  0.00
H 2.995 0.084 -0.902  0.00
H 1.715 4.183 -0.443  0.00
H 2.277 5.318 0.858  0.00
H 0.370 5.027 2.348  0.00
H -0.340 4.889 0.682  0.00
H 0.398 2.054 1.764  0.00
H -0.765 3.017 2.783  0.00
H -2.496 2.570 1.370  0.00
H -1.588 3.134 -0.208  0.00
H -0.504 0.998 -0.039  0.00
H 2.312 3.504 3.465  0.00
C 6.073 -1.593 -3.713  0.02
C 4.747 -2.385 -3.693  0.02
C 4.595 -3.147 -2.359  0.02
C 5.439 -4.412 -2.268  -0.02
C 5.168 -5.309 -3.469  0.02
C 5.387 -4.592 -4.814  0.03
N 4.677 -3.274 -4.892  0.30
O 3.369 -3.534 -5.126  0.62
C 6.906 -4.403 -5.045  0.02
C 4.969 -5.555 -5.955  0.00
C 3.675 -1.259 -3.703  -0.01
H 6.969 -2.207 -3.729  0.00
H 6.118 -0.928 -4.582  -0.01
H 6.162 -0.965 -2.821  0.00
H 3.545 -3.430 -2.216  0.00
H 4.844 -2.491 -1.518  0.00
H 6.499 -4.155 -2.200  0.00
H 5.191 -4.948 -1.345  0.00
H 5.812 -6.193 -3.404  0.00
H 4.137 -5.680 -3.404  0.00
H 7.099 -3.719 -5.875  -0.01
H 7.385 -5.354 -5.295  0.00
H 7.439 -4.045 -4.165  0.00
H 3.933 -5.889 -5.866  0.00
H 5.582 -6.461 -5.941  0.00
H 5.099 -5.085 -6.934  0.00
H 3.689 -0.704 -4.645  0.00
H 3.860 -0.542 -2.898  0.00
H 2.664 -1.643 -3.547  0.00
C -5.438 -0.147 3.974  0.02
C -6.117 1.236 4.081  0.02
C -7.631 1.077 4.339  0.02
C -8.432 0.695 3.102  -0.02
C -8.150 1.676 1.973  0.02
C -6.651 1.797 1.643  0.02
N -5.806 2.042 2.861  0.29
O -5.945 3.348 3.191  0.63
C -6.187 0.512 0.914  0.02
C -6.475 2.900 0.565  -0.01
C -5.495 1.825 5.376  -0.01
H -5.729 -0.729 3.104  0.00
H -4.349 -0.047 3.950  0.00
H -5.686 -0.768 4.840  0.00
H -8.037 2.017 4.730  0.00
H -7.802 0.328 5.120  0.00
H -8.198 -0.330 2.802  0.00
H -9.500 0.710 3.344  0.00
H -8.707 1.360 1.082  0.00
H -8.554 2.657 2.249  0.00
H -5.098 0.462 0.850  -0.01
H -6.571 0.484 -0.110  0.00
H -6.553 -0.406 1.374  0.00
H -6.873 3.867 0.881  0.00
H -7.012 2.637 -0.351  0.00
H -5.421 3.029 0.301  0.00
H -4.425 2.014 5.252  0.00
H -5.611 1.127 6.210  0.00
H -5.974 2.757 5.684  0.00

# 2
The following is a quantum chemistry calculation of C28H49AsN5O7PReS as an isolated structure, from OMol25.

For the HOMO-LUMO gap (alpha / beta), the calculation gives 8.6376 / 8.5818 eV. For the LUMO energy (alpha / beta), the calculation gives -5.26 / -5.89 eV. The expectation value of S² is 3.76. As for the total charge: +2. The spin multiplicity is 4. The HOMO energy (alpha / beta) comes out at -13.9 / -14.5 eV.

Last column: Mulliken spin population.
Atoms and positions in Å:
Re -0.258 0.839 1.547  2.58
O 3.316 0.505 4.171  0.00
As 3.002 1.334 2.661  0.01
O 4.207 1.218 1.597  0.01
O 1.561 0.511 2.179  0.09
C 2.755 3.140 3.341  0.01
C 3.779 3.528 4.191  0.00
C 3.872 4.843 4.647  0.00
C 2.954 5.797 4.255  0.00
C 1.918 5.435 3.403  0.00
C 1.833 4.124 2.962  0.00
S 0.449 3.760 1.963  0.02
O 1.288 2.996 0.795  0.03
O -0.246 2.582 2.682  0.01
O 0.319 2.150 0.133  0.06
H 4.117 -0.032 4.073  0.00
H 4.522 2.806 4.503  0.00
H 4.682 5.115 5.310  0.00
H 3.038 6.817 4.604  0.00
H 1.184 6.165 3.085  0.00
C -4.861 1.735 0.340  0.01
N -4.578 1.198 1.671  0.02
C -5.700 0.961 2.580  0.00
C -3.306 0.975 2.013  -0.02
N -2.312 1.052 1.170  0.04
N -3.078 0.679 3.351  0.01
C -1.998 0.030 3.907  0.02
N -2.138 -0.311 5.193  0.02
N -0.936 -0.236 3.208  -0.04
H -5.910 2.007 0.292  0.00
H -4.666 0.990 -0.435  0.00
H -4.267 2.630 0.153  0.00
H -6.600 0.838 1.987  0.00
H -5.854 1.800 3.263  0.00
H -5.559 0.036 3.139  0.00
H -2.619 1.166 0.212  0.00
H -3.812 0.943 3.986  0.00
H -2.995 -0.179 5.702  0.00
H -1.357 -0.688 5.703  0.00
H -0.218 -0.744 3.715  0.00
O -0.266 -0.709 0.327  0.09
P 0.327 -1.501 -0.888  0.04
C 0.476 -0.311 -2.258  0.00
C 0.943 -0.860 -3.630  0.00
C 0.520 0.072 -4.773  0.00
C 0.653 1.527 -4.343  0.00
C -0.357 1.849 -3.229  0.00
C -0.750 0.593 -2.440  -0.02
C 1.933 -2.135 -0.318  -0.01
C 2.495 -3.406 -0.976  0.00
C 3.330 -3.139 -2.223  0.00
C 4.448 -2.145 -1.923  0.00
C 3.891 -0.831 -1.385  0.00
C 3.007 -1.042 -0.160  0.01
C -0.781 -2.954 -1.026  0.02
C -0.880 -3.620 -2.409  0.00
C -1.894 -2.947 -3.331  0.00
C -3.263 -2.812 -2.671  0.00
C -3.156 -2.059 -1.349  0.00
C -2.177 -2.752 -0.411  0.00
H 1.270 0.334 -1.854  -0.01
H 0.560 -1.863 -3.815  0.00
H 2.028 -0.940 -3.631  0.00
H -0.510 -0.133 -5.077  0.00
H 1.143 -0.135 -5.643  0.00
H 0.506 2.198 -5.189  0.00
H 1.673 1.700 -3.989  0.00
H -1.260 2.286 -3.660  0.00
H 0.061 2.589 -2.544  0.00
H -1.533 0.046 -2.968  0.00
H -1.160 0.883 -1.473  0.02
H 1.608 -2.414 0.696  -0.01
H 1.709 -4.136 -1.181  0.00
H 3.143 -3.870 -0.226  0.00
H 2.695 -2.755 -3.027  0.00
H 3.743 -4.081 -2.584  0.00
H 5.051 -1.966 -2.814  0.00
H 5.118 -2.582 -1.176  0.00
H 3.338 -0.317 -2.176  0.00
H 4.701 -0.159 -1.101  0.00
H 2.561 -0.095 0.151  0.00
H 3.643 -1.338 0.677  0.00
H -0.248 -3.647 -0.362  0.00
H -1.200 -4.652 -2.235  0.00
H 0.100 -3.690 -2.886  0.00
H -1.972 -3.520 -4.256  0.00
H -1.543 -1.951 -3.619  0.00
H -3.674 -3.808 -2.478  0.00
H -3.959 -2.314 -3.347  0.00
H -4.136 -1.996 -0.869  0.00
H -2.826 -1.030 -1.534  0.00
H -2.560 -3.752 -0.187  0.00
H -2.098 -2.225 0.540  0.00

# 3
The following is a quantum chemistry calculation of C28H49Cl19NO11PS2 as an isolated structure, from OMol25.

For the HOMO-LUMO gap, the calculation gives 8.0893 eV. For the LUMO energy, the calculation gives -0.11 eV. The HOMO energy comes out at -8.2 eV.

Last column: Mulliken charge in e.
Atoms and positions in Å:
C 5.237 -5.085 -1.129  0.46
C 5.876 -4.609 -0.084  -0.27
C 6.760 -3.403 -0.209  0.46
O 7.590 -3.222 0.555  -0.49
O 6.572 -2.563 -1.251  -0.44
C 5.265 -1.972 -1.162  -0.40
C 5.165 -0.928 -0.019  -0.88
C 4.189 0.238 -0.389  -0.52
C 2.943 0.169 0.558  -0.68
C 2.324 1.587 0.623  -0.74
C 1.122 1.713 1.622  -0.87
C -0.269 2.002 0.910  -0.54
N -0.670 3.359 1.260  -0.04
C 0.193 4.367 0.668  -0.25
C -0.495 5.245 -0.400  -0.58
C 0.515 6.242 -1.023  -0.92
S 1.755 5.340 -2.000  1.31
O 2.858 5.014 -1.143  -0.70
O 1.236 4.140 -2.570  -0.67
O 2.327 6.279 -3.179  -0.43
C -1.309 0.910 1.242  1.62
C -0.755 -0.519 0.945  -0.94
C -1.844 -1.623 1.172  -0.21
C -1.970 -2.605 -0.028  -1.17
C -1.421 0.915 2.833  -1.48
O -2.781 0.830 3.250  -0.22
O -2.794 -0.145 4.290  -0.37
O -2.643 1.110 0.816  -0.93
C -2.892 1.428 -0.482  1.43
Cl -2.999 3.211 -0.835  -0.14
C -2.050 0.783 -1.579  -0.76
C -2.462 1.176 -3.038  -1.19
C -2.464 -0.038 -4.004  -0.55
O -3.412 0.096 -5.044  -0.64
P -4.715 0.802 -0.775  0.70
O -4.720 -0.569 -1.680  -0.44
O -5.326 0.449 0.714  -0.39
S -5.870 2.167 -1.501  -0.43
H 4.275 -5.565 -0.968  -0.53
H 5.711 -5.003 -2.103  0.34
H 5.772 -5.096 0.878  0.25
H 4.493 -2.730 -0.974  0.23
H 5.035 -1.495 -2.116  0.39
H 4.741 -1.421 0.864  0.36
H 6.165 -0.575 0.242  0.43
H 4.724 1.174 -0.194  0.42
H 3.892 0.225 -1.441  0.42
H 3.316 -0.059 1.562  0.36
H 2.221 -0.581 0.217  0.05
H 3.114 2.244 1.012  0.49
H 2.106 1.969 -0.383  0.17
H 1.111 0.793 2.216  0.81
H 1.355 2.525 2.317  0.47
H -0.001 2.050 -0.155  0.45
H -0.670 3.531 2.251  0.52
H 1.122 3.992 0.225  -0.31
H 0.501 5.054 1.475  0.42
H -1.384 5.767 -0.049  0.45
H -0.741 4.567 -1.227  0.23
H 0.017 6.925 -1.744  0.34
H 1.046 6.782 -0.238  0.49
H 3.253 6.012 -3.250  0.38
H -0.405 -0.595 -0.096  -0.12
H 0.084 -0.780 1.587  1.07
H -1.495 -2.251 2.003  0.23
H -2.808 -1.218 1.490  0.18
H -0.975 -2.934 -0.340  0.26
H -2.575 -2.191 -0.839  -0.06
H -2.498 -3.491 0.348  0.45
H -0.945 0.029 3.262  0.43
H -0.930 1.780 3.290  0.48
H -3.605 -0.655 4.202  0.24
H -0.979 0.950 -1.513  1.07
H -2.189 -0.305 -1.520  -1.03
H -1.678 1.855 -3.396  0.41
H -3.408 1.721 -3.083  0.74
H -2.622 -0.966 -3.449  0.34
H -1.478 -0.064 -4.495  0.25
H -3.556 1.022 -5.231  0.35
H -4.966 -1.282 -1.080  0.33
H -5.232 -0.494 0.879  0.13
C 1.176 -0.731 -4.036  -0.50
Cl 2.411 -1.554 -3.092  0.03
Cl -0.409 -0.904 -3.280  0.04
Cl 1.594 0.967 -4.231  -0.07
H 1.137 -1.187 -5.016  0.52
C -3.886 -3.566 5.661  -0.03
Cl -5.210 -2.487 5.198  -0.12
Cl -4.517 -5.075 6.317  -0.12
Cl -2.832 -3.878 4.281  -0.07
H -3.304 -3.076 6.431  0.34
C 1.346 -6.237 -1.534  -0.12
Cl 2.612 -7.010 -0.580  -0.13
Cl -0.234 -6.455 -0.782  -0.13
Cl 1.723 -4.523 -1.736  -0.02
H 1.320 -6.700 -2.512  0.34
C 2.955 -7.724 3.542  -0.01
Cl 2.662 -9.256 2.717  -0.12
Cl 3.752 -7.994 5.093  -0.12
Cl 3.915 -6.645 2.526  -0.03
H 2.000 -7.252 3.730  0.28
C -8.380 -2.206 2.961  0.25
Cl -9.271 -3.727 3.013  -0.12
Cl -7.116 -2.271 1.725  -0.10
Cl -9.469 -0.854 2.664  -0.11
H -7.906 -2.057 3.922  0.07
C 1.393 9.720 -2.371  0.16
Cl 2.814 9.259 -1.432  -0.12
Cl -0.088 9.302 -1.498  -0.13
Cl 1.427 11.442 -2.748  -0.13
H 1.406 9.167 -3.302  0.24

# 4
The following is a quantum chemistry calculation of C28H49ClGeN3O4Rh as an isolated structure, from OMol25.

For the HOMO-LUMO gap (alpha / beta), the calculation gives 9.6249 / 5.6076 eV. For the LUMO energy (alpha / beta), the calculation gives -7.42 / -11.54 eV. The expectation value of S² is 8.78. As for the total charge: +3. The spin multiplicity is 6. The HOMO energy (alpha / beta) comes out at -17.0 / -17.1 eV.

Last column: Mulliken spin population.
Atoms and positions in Å:
Rh 0.078 -0.030 0.086  2.58
C -0.977 -3.636 -1.500  0.01
C 0.172 -2.651 -1.584  -0.03
C 1.108 -2.786 -0.392  0.05
C 0.935 -2.796 -2.893  0.01
O -0.425 -1.298 -1.525  0.16
Ge -0.030 0.059 -2.848  0.06
O 1.344 0.443 -1.664  0.11
C 2.219 1.626 -1.599  -0.03
C 3.645 1.127 -1.706  0.01
C 1.862 2.568 -2.738  0.00
C 1.957 2.273 -0.245  0.09
O -1.186 1.131 -1.268  0.66
C -2.561 1.323 -1.166  -0.04
C -3.260 0.788 -2.429  0.07
C -3.099 0.715 0.114  0.04
C -2.702 2.894 -1.154  0.19
H -0.596 -4.656 -1.482  0.00
H -1.637 -3.533 -2.362  0.00
H -1.563 -3.469 -0.594  0.00
H 1.613 -3.752 -0.402  0.01
H 0.545 -2.727 0.547  -0.01
H 1.887 -2.016 -0.420  -0.01
H 1.300 -3.815 -3.010  0.00
H 1.800 -2.127 -2.930  0.00
H 0.278 -2.595 -3.745  0.00
H 3.807 0.630 -2.663  0.00
H 3.872 0.419 -0.907  0.00
H 4.342 1.962 -1.636  0.00
H 2.002 2.078 -3.704  0.00
H 2.509 3.445 -2.726  0.00
H 0.828 2.916 -2.655  0.00
H 2.056 1.517 0.553  -0.02
H 0.968 2.741 -0.210  -0.01
H 2.698 3.040 -0.020  0.01
H -3.163 -0.299 -2.466  0.00
H -2.838 1.230 -3.331  0.00
H -4.316 1.047 -2.384  0.01
H -2.895 -0.361 0.124  -0.01
H -4.179 0.847 0.174  0.00
H -2.654 1.188 0.992  -0.01
H -2.337 3.321 -2.085  -0.01
H -2.157 3.316 -0.312  0.00
H -3.768 3.092 -1.048  0.02
C -3.008 0.322 6.951  0.00
C -1.589 0.317 7.536  0.00
C -0.976 -1.077 7.394  0.02
C -1.724 0.631 9.035  0.00
C -0.706 1.403 6.855  0.01
O -1.181 2.700 7.224  0.00
C 0.790 1.371 7.259  0.02
C 1.800 0.409 6.579  0.05
C 2.152 -0.816 7.354  0.19
C 2.115 -2.113 6.772  0.05
C 2.495 -3.209 7.481  0.08
C 2.947 -3.044 8.825  0.27
Cl 3.421 -4.375 9.693  0.18
C 3.010 -1.754 9.424  0.07
C 2.622 -0.675 8.697  0.03
C -0.936 1.627 5.329  0.00
N -0.661 0.674 4.235  0.01
C -0.036 0.988 3.110  0.01
N -0.186 0.000 2.227  0.08
C -0.938 -0.922 2.909  0.01
N -1.246 -0.539 4.117  0.00
H -3.659 -0.290 7.576  0.00
H -3.044 -0.097 5.944  0.00
H -3.424 1.330 6.945  0.00
H -1.706 -1.827 7.700  0.00
H -0.112 -1.196 8.052  0.01
H -0.689 -1.313 6.367  0.00
H -2.162 -0.231 9.540  0.00
H -2.393 1.472 9.215  0.00
H -0.770 0.829 9.531  0.00
H -1.117 2.819 8.180  0.00
H 0.845 1.207 8.335  0.00
H 1.130 2.392 7.090  0.00
H 2.751 0.955 6.512  0.03
H 1.524 0.157 5.555  0.00
H 1.772 -2.224 5.752  0.00
H 2.465 -4.203 7.056  0.00
H 3.374 -1.656 10.438  0.00
H 2.688 0.312 9.137  0.00
H -0.365 2.516 5.064  0.00
H -1.988 1.890 5.244  0.00
H 0.483 1.919 2.946  0.00
H -1.255 -1.868 2.498  0.00

| no. | molar mass (Da) |
| --- | --- |
| 1 | 508.7 |
| 2 | 891.9 |
| 3 | 1344.4 |
| 4 | 702.7 |